19
Properties=species:S:1:pos:R:3 method="wB97M-V/def2-TZVPD" lumo_energy_ev=0.84 orbital_gap_ev=9.71 charge=0 homo_energy_ev=-8.87 de_lowest_kcal_mol=53.2 total_energy_ha=-365.14674
O -1.9190 -1.6738 -0.1658
N -2.2918 0.4789 -0.6577
C 1.3914 -0.0037 1.4757
C 0.4844 0.7905 0.6094
C 0.1532 -0.1882 -0.5349
C 0.6855 0.2519 -1.8840
C -1.4976 -0.5412 -0.2175
C 0.8127 -0.9458 2.2554
H 0.5149 1.3138 -2.0627
H 1.7584 0.0499 -1.9134
H 0.8754 1.7511 0.2682
H -1.8970 1.3657 -0.9185
H -3.1839 0.2755 -1.0781
H 2.4204 -0.0411 1.1435
H -0.1255 -0.7855 2.7668
H -0.3449 1.1074 1.2508
H 1.4765 -1.6487 2.7407
H 0.4676 -1.2250 -0.4007
H 0.2191 -0.3315 -2.6772

---

18
Properties=species:S:1:pos:R:3 method="wB97M-V/def2-TZVPD" lumo_energy_ev="-4.77 / -4.77" orbital_gap_ev="7.07 / 7.07" charge=+1 homo_energy_ev="-11.84 / -11.84" de_lowest_kcal_mol=72.1 total_energy_ha=-418.39853
O 3.1282 -1.4992 0.4634
N -0.4943 -2.1173 -0.3618
N -0.2910 1.5819 -0.3319
C -0.9847 0.3590 -0.2000
C -0.2450 -0.7824 -0.5374
C -2.3827 0.5957 0.3006
C 1.8401 0.5727 0.1580
C 1.0251 1.6246 -0.1140
C 2.3889 -0.4696 0.4472
H 0.5175 -0.5307 -1.1464
H -3.0305 -0.3029 0.1969
H -0.7853 2.4231 -0.6073
H 0.1703 -2.8036 -0.5654
H -1.0998 -2.4098 0.3859
H -2.4415 1.0997 1.3385
H 1.3899 2.6195 -0.1576
H -2.6828 1.4709 -0.2344
H 3.9776 -1.4315 0.9656

---

103
Properties=species:S:1:pos:R:3 method="wB97M-V/def2-TZVPD" s2=6.009 lumo_energy_ev="-3.31 / -5.89" orbital_gap_ev="7.49 / 4.91" multiplicity=5 charge=+1 homo_energy_ev="-10.80 / -10.80" total_energy_ha=-2941.75350
V 1.6430 1.4300 1.7533
P -1.5720 -3.8223 1.6891
F 0.0807 -0.8992 -5.1938
F 8.2280 3.0124 -3.1345
O 2.9646 7.3980 0.7013
O 1.4499 3.2781 0.5663
C -2.6207 -4.8295 2.9528
C -4.9991 -3.8366 3.2342
C -0.7520 -3.7392 -1.0595
C -1.9846 -2.0311 1.6637
C 3.0067 -4.9712 1.6821
C -1.8274 1.9553 -6.4288
C -2.4804 0.8834 0.3915
C 4.7866 3.6579 -0.7021
C 0.5761 -5.3921 2.3629
C -1.7507 2.7765 -5.3028
C 6.0009 3.1885 -0.1418
C -3.1362 -1.5969 0.7078
C 0.1352 -3.9497 2.2221
C 2.2024 7.9781 -0.0353
C 7.1217 3.3650 -2.2918
C -6.3809 -3.6774 2.5433
C -3.5406 -0.0934 0.8137
C 0.6811 3.4859 -0.5551
C 2.1313 9.4599 -0.1122
C -0.4367 0.3348 -5.2626
C 5.9403 3.8748 -2.8249
C -0.3770 1.1844 -4.1473
C -2.1976 -2.6871 -2.9263
C 1.9972 -5.2994 2.8114
C 1.2321 7.0918 -0.8182
C -4.1047 -4.9863 2.5774
C -1.2480 -3.8281 -2.4844
C -1.0213 2.4231 -4.1708
C -1.6535 -4.4758 -0.0560
C 4.7558 3.9164 -2.0916
C -1.2240 0.7402 -6.3938
C 7.1383 3.0710 -0.9205
B -0.1712 1.4751 3.4101
B 3.5815 1.9011 2.7149
H 7.9876 2.5430 -0.5127
H -4.4111 -2.9188 3.2282
H -6.8393 -2.8925 3.1449
H 2.9825 2.7481 3.0115
H 5.9366 2.7813 0.8564
H -4.5059 -5.8851 3.0456
H 0.7600 -3.4259 1.4987
H 3.8968 3.7094 -0.0922
H -2.9397 1.8407 0.1450
H -1.8097 -1.6777 -3.0632
H -7.2207 -4.3621 2.6624
H -0.9660 3.0739 -3.3106
H 1.0177 7.5057 -1.8035
H 0.0981 0.9384 -3.2091
H -2.5733 -4.3570 3.9339
H 3.9285 -4.7256 2.2093
H -1.0098 -1.6175 1.4052
H -2.2721 -5.8508 3.1059
H 1.3015 3.3622 -1.4428
H -1.6611 -4.8281 -2.6159
H -1.7055 0.9829 1.1516
H -0.0918 2.1359 4.2594
H 0.2765 -3.4007 3.1532
H -2.6981 -4.3991 -0.3578
H -6.1233 -3.2722 1.5648
H -2.5936 -2.9394 -3.9099
H 3.1826 0.9551 3.0467
H 3.8146 4.1033 -2.5872
H 0.2372 6.8567 -0.4401
H 5.9561 3.9538 -3.9019
H -2.1593 3.7740 -5.3694
H -2.3974 2.2493 -7.2977
H -4.2721 -4.9436 1.5011
H 2.0431 -4.6433 3.6806
H 0.2872 -3.9657 -0.8210
H 2.2824 -6.2839 3.1823
H -1.3615 0.1123 -7.2617
H -0.4644 -3.8322 -3.2422
H 1.6367 6.1054 -1.0452
H 2.8976 10.0127 0.4310
H -0.1377 2.7677 -0.5982
H -3.9186 0.0131 1.8305
H -1.0603 0.8708 3.5028
H -5.1939 -4.0635 4.2824
H -1.9524 0.4434 -0.4545
H -0.1040 2.0174 2.4797
H 2.6428 -4.2111 0.9908
H 0.4269 -5.9047 1.4126
H 4.6337 1.9816 2.9403
H -1.2890 -5.5030 -0.0622
H -2.8498 -1.6914 -0.3397
H 1.1810 9.8978 0.1933
H -0.9282 -2.7041 -0.7669
H 2.1453 9.7273 -1.1688
H -4.0471 -2.1633 0.9014
H 0.2116 4.4682 -0.6087
H -2.1808 -1.5986 2.6448
H -4.4059 0.0721 0.1718
H 3.5111 1.8439 1.6397
H 0.7137 0.8680 3.5225
H 3.1291 -5.8954 1.1172
H -3.1041 -2.5388 -2.3395
H -0.0466 -5.9870 3.0310

---

10
Properties=species:S:1:pos:R:3 method="wB97M-V/def2-TZVPD" s2=2.031 lumo_energy_ev="0.94 / -2.00" orbital_gap_ev="7.11 / 7.69" multiplicity=3 charge=0 homo_energy_ev="-6.17 / -9.69" de_lowest_kcal_mol=0.8 total_energy_ha=-870.64672
P -0.0912 2.2416 0.6897
P -1.5454 -0.1547 -1.2000
N 0.4651 -1.5956 -0.4494
N -0.6405 -1.5566 -1.1740
C 0.7059 -0.4649 0.1898
C -0.1398 0.5566 0.1127
H -0.8841 1.8567 1.7193
H -0.6266 -2.2973 -1.8128
H 1.8103 -0.4045 0.5925
H 0.9465 1.8187 1.3321